Computed, not measured: the molecule C4H10I2OSi in a non-equilibrium geometry, with ωB97M-V with the def2-TZVPD basis set.

Values from the calculation:
E_LUMO	0.04	eV
highest occupied orbital energy	-9.66	eV
HOMO-LUMO gap	9.70	eV
SMILES	CC(C)(C)O[SiH](I)I

```
! wB97M-V def2-TZVPD RIJCOSX def2/J DEFGRID3
* xyz 0 1
I -0.8190 2.2063 4.4107
I -0.8161 -1.9907 3.7888
Si 0.0009 0.2621 3.0868
O -0.4515 0.6638 1.5750
C 1.1527 -0.1512 0.0453
C -1.0451 1.0679 -0.5755
C -0.2781 0.0001 0.3018
C -1.0348 -1.3588 0.2272
H 1.6482 0.7968 0.1917
H -0.7228 2.0425 -0.2696
H 1.4904 -0.3403 -0.9608
H 1.3400 0.0438 3.0513
H -1.3007 -1.4521 -0.7665
H 1.6086 -0.7708 0.7881
H -2.1568 0.8920 -0.4995
H -0.8398 0.8123 -1.5856
H -1.9767 -1.1021 0.7614
H -0.6302 -2.2799 0.6323
*
```

Löwdin atomic charge list, values in e, 5 entries: atom 1 (I): 0.414, atom 2 (I): 0.418, atom 3 (Si): -0.312, atom 4 (O): -0.387, atom 5 (C): -0.053